C16H17Br6N3O2 | wB97M-V/def2-TZVPD

Each line ends with the Mulliken charge.
Element x y z (Å)
N1 3.617 -3.910 1.909  0.0699
C1 4.867 -3.376 1.764  -0.2306
C2 4.799 -2.016 1.667  -0.9135
C3 3.395 -1.735 1.754  0.2909
C4 2.690 -2.907 1.992  0.4153
H1 3.476 -4.910 1.940  0.2236
H2 5.712 -4.045 1.827  0.3944
H3 5.682 -1.433 1.451  0.3629
H4 2.950 -0.784 1.503  0.1108
H5 1.625 -3.087 1.989  -0.6857
N2 1.819 3.429 3.542  0.0455
C5 1.932 4.250 4.661  -0.4132
C6 0.612 4.644 5.035  -0.2432
C7 -0.308 4.096 4.182  -0.3211
C8 0.498 3.314 3.285  0.1112
H6 2.598 3.051 3.022  0.2546
H7 2.878 4.510 5.112  0.4062
H8 0.290 5.267 5.856  0.4126
H9 -1.368 4.217 4.013  0.4124
H10 0.163 2.774 2.412  0.3219
C9 -0.783 -4.343 2.723  -0.4338
Br1 -0.779 -2.362 2.895  0.0536
Br2 0.788 -5.066 3.731  -0.0169
Br3 -0.552 -4.874 0.789  -0.0200
H11 -1.713 -4.823 3.028  0.4488
C10 0.292 -0.260 0.163  0.2266
Br4 1.681 0.954 -0.519  -0.0454
Br5 -0.515 -1.571 -1.184  0.0258
Br6 -1.303 0.757 0.746  -0.0729
H12 0.622 -0.859 1.012  -0.1895
C11 -1.744 -0.392 -4.770  -0.4575
C12 -2.203 -0.236 -6.054  -0.3506
C13 -3.309 0.547 -6.353  -0.4268
C14 -3.914 1.310 -5.367  0.3748
C15 -3.502 1.218 -4.044  -0.6777
C16 -2.415 0.395 -3.778  0.0805
N3 -5.042 2.262 -5.651  0.9526
O1 -5.127 2.579 -6.791  -0.5640
O2 -5.836 2.592 -4.819  -0.5846
H13 -0.995 -1.087 -4.420  0.3278
H14 -1.842 -0.888 -6.836  0.3460
H15 -3.613 0.610 -7.387  0.4042
H16 -4.030 1.774 -3.283  0.3977
H17 -2.090 0.416 -2.748  0.1767

E_tot (Ha): -16378.24437
Charge: +1
Highest occupied orbital energy (alpha / beta) (eV): -10.4 / -10.4
HOMO-LUMO gap (alpha / beta) (eV): 6.68 / 2.90
Energy above the lowest of the compared OMol25 structures with the same formula, charge and spin (kcal/mol): 0.0
Expectation value of S²: 0.763
Spin multiplicity: 2
Largest force on an atom (Eh/bohr): 0.0574